one) Density functional theory data (the ωB97M-V functional and the def2-TZVPD basis) for 2 unconnected molecules or ions with the total composition C5H6N2S.

Last columns: bonded neighbours and bond lengths (Å).
Cartesian coordinates (Å):
1 C 2.11154 -0.40825 0.26179  N6 1.155
2 C -0.35964 -0.66021 -0.90748  C3 1.310, C5 1.483, H9 1.016
3 C -0.44677 0.14534 -1.93675  C2 1.310, S8 1.745, H10 1.206
4 C -0.30443 1.35239 0.34217  C5 1.458, S8 1.800, H11 1.039, H12 1.078
5 C -0.26313 -0.10010 0.46216  C2 1.483, C4 1.458, N7 1.384
6 N 3.19076 -0.77958 0.08593  C1 1.155
7 N -0.85241 -0.75760 1.52795  C5 1.384, H13 1.040, H14 1.029
8 S -0.06561 1.75993 -1.39452  C3 1.745, C4 1.800
9 H -0.37528 -1.67599 -0.91964  C2 1.016
10 H -0.45099 -0.05625 -3.12626  C3 1.206
11 H -1.22757 1.73355 0.62902  C4 1.039
12 H 0.34827 1.80224 1.07258  C4 1.078
13 H -0.74215 -1.78439 1.40524  N7 1.040
14 H -0.56259 -0.57108 2.49780  N7 1.029

As for the LUMO energy: -0.67 eV. The multiplicity is 1. As for the charge: 0. The orbital gap comes out at 8.16 eV. The highest occupied orbital energy is -8.829 eV.

two) Density functional theory data (the ωB97M-V functional and the def2-TZVPD basis) for a single C5H6N2S molecule.

Last columns: bonded neighbours and bond lengths (Å).
Cartesian coordinates (Å):
1 C -0.30070 -1.46220 -0.72721  C5 1.378, N6 1.157
2 C 0.74950 0.69172 -0.76856  C5 1.643, N7 1.367, S8 1.632
3 C -1.63630 0.34416 0.49307  C4 1.478, C5 1.491, H9 1.004, H10 1.128
4 C -0.58267 -0.04406 1.45479  C3 1.478, C5 1.545, H11 1.100, H12 1.080
5 C -0.39084 -0.25842 -0.06344  C1 1.378, C2 1.643, C3 1.491, C4 1.545
6 N 0.07070 -2.34054 -1.38307  C1 1.157
7 N 1.96476 0.11266 -1.00640  C2 1.367, H13 1.001, H14 0.987
8 S 0.29303 2.24571 -0.96943  C2 1.632
9 H -2.51960 -0.12893 0.43463  C3 1.004
10 H -1.75760 1.44016 0.25488  C3 1.128
11 H 0.02718 0.58431 2.12047  C4 1.100
12 H -0.85227 -1.00421 1.86850  C4 1.080
13 H 2.13594 -0.82025 -0.68496  N7 1.001
14 H 2.79887 0.63989 -1.02326  N7 0.987

As for the LUMO energy: 0.32 eV. The multiplicity is 1. Its structure (SMILES) is N#CC1(C(N)=S)CC1. As for the charge: 0. The orbital gap comes out at 9.04 eV. The highest occupied orbital energy is -8.723 eV.

three) Density functional theory data (the ωB97M-V functional and the def2-TZVPD basis) for a single C5H6N2S molecule.

Last columns: bonded neighbours and bond lengths (Å).
Cartesian coordinates (Å):
1 C -0.60191 1.81385 0.07533  C5 1.829, N6 1.154
2 C 0.65920 -0.15231 -1.06400  C3 1.368, C5 1.449, H9 1.161
3 C -0.30419 -0.73769 -1.83831  C2 1.368, S8 1.752, H10 1.099
4 C -0.93114 -0.64927 0.66597  C5 1.533, S8 1.929, H11 1.103, H12 1.118
5 C 0.27132 0.21972 0.28184  C1 1.829, C2 1.449, C4 1.533, N7 1.389
6 N -1.15710 2.82369 0.00599  C1 1.154
7 N 1.24471 0.06968 1.26065  C5 1.389, H13 1.075, H14 1.032
8 S -1.83444 -0.95026 -1.01130  C3 1.752, C4 1.929
9 H 1.75412 -0.03161 -1.43196  C2 1.161
10 H 0.02330 -1.03986 -2.84315  C3 1.099
11 H -0.45793 -1.58896 0.99784  C4 1.103
12 H -1.79557 -0.41719 1.33547  C4 1.118
13 H 2.21573 0.52552 1.32891  N7 1.075
14 H 0.91389 0.11469 2.23671  N7 1.032

As for the LUMO energy: 0.59 eV. The multiplicity is 1. Its structure (SMILES) is N#C[C@]1(N)C=CSC1. As for the charge: 0. The orbital gap comes out at 9.29 eV. The highest occupied orbital energy is -8.697 eV.

four) Density functional theory data (the ωB97M-V functional and the def2-TZVPD basis) for a single C5H6N2S molecule.

Last columns: bonded neighbours and bond lengths (Å).
Cartesian coordinates (Å):
1 C -3.08344 1.00410 0.05260  N6 1.259, S8 1.859, H9 1.079
2 C -0.97061 0.65403 -0.05525  C3 1.370, C4 1.494, N6 1.329
3 C -1.32675 -0.66931 -0.06352  C2 1.370, N7 1.362, S8 1.724
4 C 0.50717 0.87025 -0.06294  C2 1.494, C5 1.533, H10 1.002, H11 1.212
5 C 0.96218 -0.58449 0.10223  C4 1.533, N7 1.514, H12 1.086, H13 1.206
6 N -1.95019 1.55016 0.00024  C1 1.259, C2 1.329
7 N -0.24339 -1.49352 -0.01161  C3 1.362, C5 1.514, H14 0.979
8 S -3.03917 -0.85406 0.00944  C1 1.859, C3 1.724
9 H -4.07346 1.39163 0.23399  C1 1.079
10 H 0.75310 1.30579 -0.93121  C4 1.002
11 H 0.89482 1.56497 0.85083  C4 1.212
12 H 1.61592 -1.04453 -0.63249  C5 1.086
13 H 1.29787 -0.86140 1.22743  C5 1.206
14 H -0.06372 -2.25397 -0.60079  N7 0.979

As for the LUMO energy: 0.78 eV. The multiplicity is 1. Its structure (SMILES) is c1nc2c(s1)NCC2. As for the charge: 0. The orbital gap comes out at 8.37 eV. The highest occupied orbital energy is -7.593 eV.

Result of the stability comparison: four) is the most stable of them.

one) Density functional theory data (the ωB97M-V functional and the def2-TZVPD basis) for a single C5H6N2S molecule.

Last columns: bonded neighbours and bond lengths (Å).
Cartesian coordinates (Å):
1 C -0.49960 -0.27300 0.67464  C2 1.536, C3 1.530, H7 1.078, S14 1.832
2 C -1.45574 0.92965 0.66742  C1 1.536, H8 1.063, H9 1.085, N12 1.438
3 C 0.70916 0.36938 -0.00780  C1 1.530, C4 1.448, N13 1.282
4 C 2.08115 -0.08112 0.10495  C3 1.448, C5 1.199
5 C 3.22668 -0.43650 0.10073  C4 1.199, H11 1.101
6 H -1.33965 -1.14872 -1.43398  S14 1.329
7 H -0.22482 -0.61453 1.65988  C1 1.078
8 H -1.37178 1.38894 1.62229  C2 1.063
9 H -2.48034 0.64265 0.45465  C2 1.085
10 H -1.07421 2.72488 -0.43868  N12 0.994
11 H 4.25574 -0.82693 0.07327  C5 1.101
12 N -0.94256 1.74048 -0.40393  C2 1.438, H10 0.994, N13 1.362
13 N 0.37077 1.44626 -0.61557  C3 1.282, N12 1.362
14 S -1.13327 -1.72024 -0.25254  C1 1.832, H6 1.329

As for the LUMO energy: 0.82 eV. The multiplicity is 1. Its structure (SMILES) is C#CC1=NNC[C@H]1S. As for the charge: 0. The orbital gap comes out at 9.35 eV. The highest occupied orbital energy is -8.526 eV.

two) Density functional theory data (the ωB97M-V functional and the def2-TZVPD basis) for a single C5H6N2S molecule.

Last columns: bonded neighbours and bond lengths (Å).
Cartesian coordinates (Å):
1 C 0.04812 -1.02992 -0.07850  C2 1.359, N12 1.385, S14 1.768
2 C -0.48995 -1.20137 1.15731  C1 1.359, C3 1.423, H7 1.090
3 C -0.74667 0.08886 1.70030  C2 1.423, C4 1.365, H8 1.078
4 C -0.36128 1.01405 0.77397  C3 1.365, H9 1.095, N12 1.393
5 C 0.64260 0.91466 -1.50888  H10 1.072, N12 1.409, N13 1.261
6 H 0.28149 -3.28364 -0.49338  S14 1.368
7 H -0.66724 -2.15688 1.65010  C2 1.090
8 H -1.18846 0.33135 2.65275  C3 1.078
9 H -0.40308 2.10714 0.81791  C4 1.095
10 H 0.99160 0.19722 -2.22529  C5 1.072
11 H 0.42017 2.75697 -1.04910  N13 1.013
12 N 0.13563 0.32899 -0.33240  C1 1.385, C4 1.393, C5 1.409
13 N 0.74445 2.14052 -1.78517  C5 1.261, H11 1.013
14 S 0.59262 -2.20796 -1.27962  C1 1.768, H6 1.368

As for the LUMO energy: 0.65 eV. The multiplicity is 1. Its structure (SMILES) is [H]/N=C\n1cccc1S. As for the charge: 0. The orbital gap comes out at 8.88 eV. The highest occupied orbital energy is -8.228 eV.

Result of the stability comparison: two) is the most stable of them.

one) Density functional theory data (the ωB97M-V functional and the def2-TZVPD basis) for 2 unconnected molecules or ions with the total composition C5H10FN.

Last columns: bonded neighbours and bond lengths (Å).
Cartesian coordinates (Å):
1 C -0.77627 -1.71180 0.13235  C2 1.344, H8 1.055, H9 1.028
2 C -1.38018 -0.57810 0.52746  C1 1.344, C4 1.424, H10 1.090
3 C 0.76653 0.96241 -0.77074  N6 1.206, F7 1.442, H11 1.162
4 C -2.50645 0.08829 -0.03466  C2 1.424, H12 1.171, H13 1.095, H14 1.144
5 C 2.87770 0.42022 0.12799  N6 1.456, H15 1.161, H16 1.178, H17 1.002
6 N 1.82058 0.38589 -0.87214  C3 1.206, C5 1.456
7 F 0.27160 1.65594 0.39266  C3 1.442
8 H -1.19025 -2.17857 -0.71783  C1 1.055
9 H 0.08488 -2.07383 0.56188  C1 1.028
10 H -0.84807 -0.01380 1.29335  C2 1.090
11 H -0.13975 1.01450 -1.49596  C3 1.162
12 H -3.10047 -0.44869 -0.88891  C4 1.171
13 H -1.99584 1.03582 -0.23792  C4 1.095
14 H -3.36270 0.31396 0.69005  C4 1.144
15 H 2.69482 1.26390 0.90483  C5 1.161
16 H 3.01836 -0.58676 0.72236  C5 1.178
17 H 3.76551 0.45064 -0.33478  C5 1.002

As for the LUMO energy: 1.04 eV. The multiplicity is 1. Its structure (SMILES) is C/N=C\F.C=CC. As for the charge: 0. The orbital gap comes out at 10.29 eV. The highest occupied orbital energy is -9.247 eV.

two) Density functional theory data (the ωB97M-V functional and the def2-TZVPD basis) for a single C5H10FN molecule.

Last columns: bonded neighbours and bond lengths (Å).
Cartesian coordinates (Å):
1 C -2.37322 -0.11096 -0.17750  C2 1.749, H6 1.202, H7 1.218, H8 1.035
2 C -0.82455 -0.87012 0.11507  C1 1.749, C3 1.603, H9 1.062, H10 1.105
3 C 0.33406 0.03306 0.75628  C2 1.603, C5 1.535, H11 1.117, N16 1.444
4 C 1.82304 0.89092 -0.45226  C5 1.663, H13 1.141, H14 1.250, N16 1.485
5 C 1.70601 -0.54378 0.38087  C3 1.535, C4 1.663, H15 1.131, F17 1.334
6 H -3.22756 -0.00525 0.66107  C1 1.202
7 H -2.82038 -0.59552 -1.20139  C1 1.218
8 H -2.07921 0.83592 -0.47598  C1 1.035
9 H -0.46212 -0.90849 -0.88257  C2 1.062
10 H -1.11303 -1.78086 0.66987  C2 1.105
11 H 0.23677 0.13029 1.86488  C3 1.117
12 H -0.09157 1.81849 -0.41456  N16 1.092
13 H 1.51323 0.38675 -1.42725  C4 1.141
14 H 2.82511 1.56159 -0.78225  C4 1.250
15 H 2.29848 -0.49264 1.34253  C5 1.131
16 N 0.62085 1.36533 0.27835  C3 1.444, C4 1.485, H12 1.092
17 F 1.63409 -1.71475 -0.25516  C5 1.334

As for the LUMO energy: 1.05 eV. The multiplicity is 1. Its structure (SMILES) is CC[C@@H]1NC[C@@H]1F. As for the charge: 0. The orbital gap comes out at 10.11 eV. The highest occupied orbital energy is -9.060 eV.

Result of the stability comparison: one) is the most stable of them.